{
  "formula": "C4H18N2O3S",
  "method": "ωB97M-V/def2-TZVPD",
  "symbols": ["N", "C", "C", "S", "C", "N", "C", "H", "H", "H", "H", "H", "H", "H", "H", "H", "H", "H", "H", "H", "H", "O", "H", "H", "O", "H", "H", "O"],
  "coordinates": [[-0.88, -1.86, 1.00], [0.19, -0.94, 0.59], [1.43, -1.35, 1.27], [1.81, -0.49, 2.85], [0.19, -1.18, -0.92], [0.19, 0.08, -1.72], [1.55, 0.38, -2.17], [-0.51, -2.87, 1.27], [-1.35, -1.60, 1.81], [-0.27, 0.10, 0.72], [1.46, -2.46, 1.57], [2.32, -1.18, 0.71], [1.65, 0.83, 2.54], [-0.74, -1.98, -1.02], [1.10, -1.75, -1.07], [-0.51, 0.11, -2.44], [2.22, 0.49, -1.28], [1.75, 1.28, -2.80], [1.89, -0.31, -2.80], [-0.12, 3.32, 0.75], [-1.26, 2.81, 1.61], [-0.26, 2.89, 1.57], [-0.63, 2.10, -1.04], [-2.05, 2.07, -0.85], [-1.31, 2.76, -0.92], [-2.10, 0.20, 0.08], [-2.78, -1.19, 0.37], [-3.00, -0.26, 0.31]],
  "nbo_charge": [-0.7834, -0.1597, -0.5535, 0.5590, -0.2295, -0.6542, -0.4196, 0.3728, 0.3810, 0.2661, 0.2768, 0.2864, 0.1885, 0.2694, 0.1878, 0.4014, 0.1775, 0.2368, 0.1906, 0.4884, 0.4859, -0.9699, 0.4702, 0.4655, -0.9369, 0.4397, 0.4825, -0.9198],
  "lumo_ev": [-3.418, -9.099],
  "spin_multiplicity": 2,
  "de_lowest_kj_mol": 281.76,
  "e_homo_ev": [-13.3, -13.0],
  "total_charge": 1,
  "gap_ev": [9.9, 3.9]
}

=====

{
  "formula": "C8H10ClNO2Zr",
  "method": "ωB97M-V/def2-TZVPD",
  "symbols": ["Cl", "C", "C", "C", "H", "C", "C", "H", "H", "H", "C", "Zr", "C", "C", "O", "O", "H", "H", "H", "N", "H", "H", "H"],
  "coordinates": [[-2.48, 0.96, -0.35], [0.51, -1.87, -0.68], [1.60, -1.11, -0.21], [1.49, 0.21, -0.72], [2.43, -1.48, 0.36], [0.36, 0.25, -1.61], [-0.29, -1.04, -1.53], [-1.17, -1.35, -2.10], [0.32, -2.92, -0.46], [2.22, 1.00, -0.66], [-0.13, 1.47, -2.34], [-0.55, -0.06, 0.63], [-0.02, -1.72, 2.29], [-2.64, -1.03, 1.68], [0.27, -2.49, 3.11], [-3.77, -1.11, 1.83], [0.23, 2.40, -1.84], [-1.23, 1.49, -2.30], [0.14, 1.53, -3.41], [0.53, 1.51, 1.91], [0.52, 2.45, 1.51], [1.54, 1.31, 2.06], [0.14, 1.61, 2.85]],
  "nbo_charge": [-0.3086, -0.3073, -0.2584, -0.3585, 0.2843, -0.0293, -0.3362, 0.3024, 0.2884, 0.2857, -0.6628, 1.6319, 0.5168, 0.5196, -0.2895, -0.2852, 0.2361, 0.2581, 0.2924, -1.1124, 0.4534, 0.4428, 0.4363],
  "lumo_ev": -9.950,
  "de_lowest_kj_mol": 0.00,
  "e_homo_ev": -17.6,
  "total_charge": 2,
  "gap_ev": 7.6
}

=====

{
  "formula": "C21H60O7P2S7",
  "method": "ωB97M-V/def2-TZVPD",
  "symbols": ["C", "C", "C", "C", "C", "P", "P", "C", "C", "H", "H", "H", "H", "H", "H", "H", "H", "H", "H", "H", "H", "H", "H", "H", "H", "H", "H", "C", "S", "O", "C", "H", "H", "H", "H", "H", "H", "C", "S", "O", "C", "H", "H", "H", "H", "H", "H", "C", "S", "O", "C", "H", "H", "H", "H", "H", "H", "C", "S", "O", "C", "H", "H", "H", "H", "H", "H", "C", "S", "O", "C", "H", "H", "H", "H", "H", "H", "C", "S", "O", "C", "H", "H", "H", "H", "H", "H", "C", "S", "O", "C", "H", "H", "H", "H", "H", "H"],
  "coordinates": [[4.74, 0.29, 0.25], [3.44, -0.66, 0.60], [3.74, -2.27, 0.52], [2.30, -3.04, 0.85], [1.43, -3.22, -0.54], [-0.41, -2.65, -0.37], [-0.31, -0.54, 0.20], [-0.55, 0.60, -1.31], [-1.48, -0.13, 1.65], [4.82, 0.61, -0.87], [5.74, -0.23, 0.57], [4.63, 1.27, 0.92], [2.57, -0.35, -0.12], [3.11, -0.41, 1.72], [4.53, -2.58, 1.34], [4.21, -2.59, -0.52], [1.73, -2.30, 1.59], [2.50, -4.06, 1.40], [1.91, -2.65, -1.44], [1.38, -4.38, -0.75], [-1.06, -2.65, -1.66], [-1.65, 0.69, -1.70], [0.07, 0.11, -2.20], [-0.08, 1.69, -1.18], [-1.92, 0.96, 1.64], [-0.88, -0.26, 2.67], [-2.33, -0.96, 1.68], [5.60, -2.42, -3.59], [6.34, -3.30, -2.19], [6.29, -2.37, -1.01], [8.03, -3.27, -2.83], [4.53, -2.29, -3.39], [6.07, -1.44, -3.72], [5.72, -3.02, -4.50], [8.35, -2.24, -3.00], [8.08, -3.84, -3.77], [8.69, -3.74, -2.10], [-4.49, 5.08, 1.89], [-4.48, 3.28, 1.72], [-3.16, 2.78, 2.22], [-4.43, 3.26, -0.09], [-4.49, 5.33, 2.95], [-3.61, 5.50, 1.42], [-5.40, 5.48, 1.43], [-3.54, 3.79, -0.44], [-5.33, 3.72, -0.49], [-4.38, 2.22, -0.42], [11.09, -4.52, 0.05], [12.61, -4.06, -0.82], [12.21, -3.39, -2.10], [13.11, -5.75, -1.22], [10.58, -3.60, 0.36], [10.43, -5.09, -0.62], [11.34, -5.11, 0.93], [12.33, -6.24, -1.81], [13.29, -6.31, -0.30], [14.03, -5.71, -1.80], [-7.07, 2.61, -4.76], [-6.33, 1.73, -3.36], [-6.37, 2.66, -2.18], [-4.63, 1.76, -4.00], [-8.14, 2.74, -4.56], [-6.60, 3.59, -4.89], [-6.95, 2.01, -5.67], [-4.31, 2.79, -4.17], [-4.59, 1.19, -4.94], [-3.98, 1.29, -3.27], [0.45, -3.24, 5.08], [1.10, -4.84, 4.53], [0.73, -5.86, 5.57], [2.84, -4.43, 4.75], [-0.64, -3.28, 5.06], [0.78, -3.04, 6.10], [0.80, -2.46, 4.41], [3.03, -4.15, 5.79], [3.11, -3.60, 4.09], [3.44, -5.30, 4.50], [-11.08, 0.90, -3.36], [-11.40, 0.89, -5.14], [-10.13, 1.30, -5.83], [-12.50, 2.32, -5.14], [-10.38, 0.09, -3.13], [-10.65, 1.85, -3.06], [-12.02, 0.72, -2.82], [-11.99, 3.19, -4.73], [-13.39, 2.10, -4.55], [-12.80, 2.53, -6.17], [-2.31, 6.47, 4.62], [-3.75, 7.15, 5.47], [-3.81, 8.62, 5.17], [-3.09, 6.95, 7.14], [-2.48, 6.52, 3.54], [-1.42, 7.05, 4.87], [-2.17, 5.42, 4.91], [-2.15, 7.51, 7.24], [-2.93, 5.89, 7.35], [-3.82, 7.35, 7.85]],
  "mulliken_charge": [-0.8707, 0.2340, -0.0299, 0.1681, -0.4575, -0.2140, 0.3559, -0.6757, -0.6765, 0.2055, 0.1582, 0.3301, -0.2493, 0.1739, 0.3215, -0.3863, -0.2929, 0.2214, 0.1702, 0.3333, 0.0498, 0.0361, 0.2650, 0.2976, 0.1198, 0.1954, 0.2842, -0.8871, 0.4448, -0.5573, -0.6602, 0.2222, 0.3055, 0.4021, 0.3190, 0.3944, 0.0142, -0.7553, 0.4522, -0.6448, -0.8885, 0.0855, 0.3199, 0.3959, 0.3483, 0.4038, 0.2450, -0.8542, 0.5008, -0.6057, -0.8984, 0.3102, 0.2090, 0.3891, 0.2950, 0.3438, 0.3107, -0.8781, 0.4561, -0.5725, -0.7166, 0.2128, 0.3470, 0.3696, 0.3061, 0.3911, 0.0567, -0.8557, 0.5385, -0.6507, -0.8820, 0.3152, 0.3432, 0.2463, 0.3729, 0.2514, 0.3030, -0.8833, 0.4655, -0.5723, -0.9048, 0.3017, 0.2669, 0.3779, 0.2883, 0.3551, 0.3170, -0.9208, 0.5453, -0.6410, -0.9140, 0.2232, 0.3967, 0.3664, 0.2983, 0.3313, 0.3212],
  "lumo_ev": 0.522,
  "e_homo_ev": -7.3,
  "total_charge": 0,
  "gap_ev": 7.8
}

=====

{
  "formula": "C6H7NS",
  "method": "ωB97M-V/def2-TZVPD",
  "symbols": ["C", "C", "C", "C", "C", "C", "H", "H", "H", "H", "H", "H", "H", "N", "S"],
  "coordinates": [[-0.36, -0.93, -1.26], [0.02, -0.12, -0.05], [-1.25, -0.22, 1.01], [1.31, -0.53, 0.71], [0.45, 1.24, -0.34], [0.89, 2.35, -0.67], [-0.41, -2.01, -1.02], [-1.38, -0.55, -1.65], [0.37, -0.64, -2.14], [-1.96, 0.66, 0.84], [-1.78, -1.06, 0.80], [2.29, -0.45, 0.13], [1.01, 3.34, -0.92], [1.18, -0.70, 2.01], [-0.39, -0.37, 2.55]],
  "nbo_charge": [-0.6002, -0.1987, -0.5506, 0.0850, -0.0210, -0.1985, 0.2289, 0.2242, 0.2286, 0.2444, 0.2030, 0.2240, 0.2288, -0.5267, 0.4289],
  "lumo_ev": 0.690,
  "de_lowest_kj_mol": 350.52,
  "e_homo_ev": -8.5,
  "smiles": "C#C[C@@]1(C)C=NSC1",
  "total_charge": 0,
  "gap_ev": 9.1
}

=====

no.,M (g/mol)
1,174.266
2,278.850
3,711.121
4,125.196